Here is 11 unconnected molecules or ions with the total composition C42H116N10O11 from the OMol25 dataset. Energies are from the ωB97M-V functional and the def2-TZVPD basis.

Values from the calculation:
Highest occupied orbital energy (eV): -8.65
Orbital gap (eV): 9.1534
SMILES: COC[C@H](C)N.COC[C@H](C)N.COC[C@H](C)N.COC[C@H](C)N.COC[C@H](C)N.COC[C@H](C)N.COC[C@H](C)N.COC[C@H](C)N.COC[C@H](C)N.COC[C@H](C)N.CCO

The geometry in ORCA input format:
```
! wB97M-V def2-TZVPD RIJCOSX def2/J DEFGRID3
* xyz 0 1
O -0.25 1.71 4.62
O 7.74 0.40 1.40
O -4.48 -1.01 -2.19
O -2.59 2.15 -4.93
O -0.57 6.76 -0.93
O 4.64 -2.56 -3.97
O 4.56 2.40 -4.17
O -3.44 0.26 1.31
O 0.86 -7.29 0.92
O 0.23 1.08 -0.41
O 1.17 -4.30 5.18
N -4.01 3.75 -6.84
N 5.64 -2.63 1.32
N -0.61 -4.75 1.73
N -8.12 -1.21 -2.16
N 0.27 9.33 1.56
N -3.66 -1.15 3.69
N 3.60 -3.60 -0.60
N 2.86 -1.96 2.87
N 0.81 2.65 1.98
N 1.11 -2.41 0.39
C 2.63 -4.29 -2.80
C -3.57 5.71 -5.48
C -4.75 -1.15 2.68
C 2.77 -3.16 3.69
C 0.26 7.63 -0.21
C -1.01 2.37 3.62
C 1.41 -3.15 4.39
C 7.28 -0.86 1.79
C -6.80 -0.74 -2.63
C -2.94 1.12 -4.04
C 3.92 -3.32 4.67
C 0.25 -1.21 0.26
C 4.29 -2.41 -2.60
C 5.11 -1.36 -4.54
C -0.11 3.35 2.88
C 0.17 5.85 -1.68
C -3.30 1.21 0.28
C 0.03 1.54 -1.74
C 3.85 -3.74 -2.06
C -4.73 0.12 1.83
C 1.06 -0.06 -0.28
C 6.24 -1.38 0.81
C -6.74 0.76 -2.42
C -3.10 4.30 -5.78
C -1.10 -5.79 0.82
C -6.09 -1.28 3.38
C 3.40 2.03 -3.41
C -3.45 -1.67 -1.54
C 0.09 -6.42 0.12
C 3.75 2.03 -1.95
C 8.87 0.81 2.14
C -2.05 -5.18 -0.21
C 0.21 -8.51 1.22
C -0.39 -0.90 1.61
C -5.75 -1.47 -1.83
C -0.55 8.69 0.51
C -3.14 3.39 -4.56
C -0.92 4.36 2.11
C -1.22 9.68 -0.41
C -1.01 0.81 5.39
C 0.92 -5.46 4.43
C 5.14 -0.37 0.54
H -0.88 -0.22 5.02
H -5.87 1.24 -2.88
H 2.98 1.57 -1.33
H 1.81 -5.77 3.86
H 4.69 -4.43 -2.19
H -2.78 -4.50 0.23
H 1.52 -0.37 -1.22
H 0.12 -5.10 2.33
H -7.58 1.22 -2.96
H -0.41 5.50 -2.54
H -6.84 1.07 -1.38
H -0.61 -8.36 1.93
H 0.58 8.58 2.18
H 0.33 4.89 -1.17
H -1.66 -6.56 1.37
H 3.48 -1.67 -2.52
H 9.75 0.19 1.90
H 3.73 -1.93 2.34
H 0.95 -9.15 1.69
H 0.69 -6.26 5.14
H -8.83 -0.90 -2.82
H 2.76 -4.01 3.00
H -8.15 -2.22 -2.22
H 6.39 -3.28 1.55
H 5.62 0.50 0.09
H 1.11 6.20 -2.11
H -3.83 2.75 -6.83
H 2.84 -1.13 3.46
H -3.72 2.18 0.56
H 4.32 -0.60 -4.60
H -4.60 -2.01 2.02
H 0.63 -3.08 3.61
H -6.64 -1.00 -3.68
H 4.42 -0.73 -0.19
H 3.81 -4.16 5.36
H -2.66 -5.99 -0.63
H -0.56 0.76 -2.25
H 6.74 -1.62 -0.14
H 5.93 -0.89 -3.98
H 1.19 1.84 2.46
H -0.17 -9.01 0.32
H 1.88 0.19 0.41
H -2.80 1.44 -3.00
H -5.00 0.97 2.48
H -1.08 -0.06 1.54
H -0.98 -1.75 1.94
H -1.43 1.64 2.91
H 9.10 1.82 1.81
H -0.55 -1.47 -0.45
H -5.48 -0.02 1.03
H -2.91 -0.61 3.26
H -2.07 1.08 5.49
H -1.36 -4.35 2.28
H 4.70 1.51 -1.77
H -2.10 4.26 -6.21
H 1.67 -2.26 1.24
H -5.80 -2.55 -2.06
H 3.98 3.03 -1.58
H 4.86 -3.43 4.12
H 3.45 -4.56 -0.30
H -1.86 2.88 4.08
H 2.46 -5.32 -2.47
H 4.28 3.03 -4.84
H -4.17 3.22 -4.23
H -0.57 2.45 -1.72
H 0.75 -5.60 -0.19
H -2.24 1.28 0.02
H -0.36 9.84 2.17
H -1.49 -4.75 -1.04
H -3.97 0.78 -4.18
H 5.17 -2.03 -2.06
H -3.55 6.27 -6.41
H 1.00 8.11 -0.86
H 3.07 1.03 -3.74
H 5.45 -1.62 -5.54
H 6.86 -0.91 2.81
H -5.95 -1.38 -0.75
H -1.66 10.49 0.17
H 2.81 -4.29 -3.87
H -6.88 -1.58 2.69
H 0.50 -3.18 0.67
H 0.96 1.66 -2.28
H -2.48 -1.18 -1.67
H 0.55 3.84 3.60
H 0.08 -5.30 3.75
H 8.10 -1.59 1.80
H -0.58 0.80 6.40
H -6.07 -2.07 4.14
H 2.55 2.67 -3.65
H -0.29 5.09 1.60
H -4.97 3.85 -6.52
H -3.98 -0.58 4.47
H 1.73 -3.73 -2.54
H 0.38 -0.67 2.35
H -1.33 8.12 1.04
H -0.22 -6.93 -0.81
H -3.30 -2.71 -1.86
H 8.67 0.82 3.21
H -4.59 5.76 -5.11
H 5.12 -3.06 0.54
H 3.99 -2.43 5.31
H 0.34 2.27 1.15
H -6.35 -0.37 3.93
H 4.64 -0.10 1.47
H -3.58 -1.71 -0.44
H 0.78 7.09 0.59
H -2.59 3.85 -3.72
H 2.69 -3.12 -0.47
H -1.98 9.19 -1.01
H -2.29 0.26 -4.22
H -1.45 3.82 1.31
H 1.33 -2.29 5.05
H -3.79 0.86 -0.63
H -1.69 4.83 2.72
H -2.94 6.23 -4.76
H -0.47 10.10 -1.10
*
```